1.
ORCA calculation (ωB97M-V/def2-TZVPD) on a structure of composition C28H20BrPPm at a distorted geometry.

Each line ends with the Mulliken spin population.
Cartesian coordinates (Å):
Pm: -0.070 0.096 -0.078  4.067
Br: -0.648 -2.256 1.857  -0.004
C: -1.806 -1.164 3.042  -0.004
C: -2.149 -1.768 4.217  0.000
C: -2.977 -1.088 5.123  0.000
C: -3.409 0.172 4.826  -0.001
C: -3.016 0.814 3.635  0.002
C: -3.390 2.153 3.411  -0.002
C: -2.992 2.804 2.281  0.002
C: -2.245 2.123 1.305  -0.005
C: -1.844 0.794 1.436  -0.016
C: -2.202 0.144 2.665  0.006
H: -1.800 -2.760 4.458  0.000
H: -3.254 -1.562 6.051  0.000
H: -4.047 0.712 5.508  0.000
H: -3.976 2.648 4.171  0.000
H: -3.250 3.841 2.134  0.000
H: -1.990 2.684 0.399  -0.003
C: 1.304 6.541 -3.713  0.000
C: 0.965 6.500 -2.369  0.000
C: 0.853 5.282 -1.728  -0.001
C: 1.097 4.097 -2.426  -0.003
C: 1.450 4.141 -3.770  0.000
C: 1.558 5.367 -4.405  0.000
P: 0.759 2.582 -1.486  -0.003
C: 1.284 1.207 -2.623  -0.005
C: 0.278 0.379 -3.156  0.002
C: 0.614 -0.683 -3.988  -0.002
C: 1.947 -0.950 -4.263  0.001
C: 2.942 -0.141 -3.735  -0.003
C: 2.616 0.934 -2.923  0.007
C: 2.120 2.432 -0.246  0.001
C: 3.133 3.365 -0.069  0.001
C: 4.029 3.192 0.975  0.001
C: 3.910 2.095 1.810  -0.001
C: 2.917 1.148 1.593  0.004
C: 1.971 1.271 0.564  -0.039
H: 1.366 7.491 -4.222  0.000
H: 0.782 7.417 -1.827  0.000
H: 0.575 5.233 -0.682  0.000
H: 1.636 3.231 -4.321  -0.001
H: 1.836 5.409 -5.447  0.000
H: -0.776 0.671 -3.038  0.000
H: -0.163 -1.276 -4.451  0.000
H: 2.205 -1.778 -4.904  0.000
H: 3.975 -0.346 -3.964  0.000
H: 3.392 1.570 -2.520  0.000
H: 3.224 4.216 -0.734  0.000
H: 4.809 3.919 1.139  0.000
H: 4.593 1.973 2.639  0.000
H: 2.869 0.296 2.268  -0.001

HOMO-LUMO gap (alpha / beta) = 7.28 / 7.44 eV
Highest occupied orbital energy (alpha / beta) = -10.86 / -10.87 eV
E_LUMO (alpha / beta) = -3.58 / -3.42 eV
Net charge = +1
Multiplicity = 5



2.
ORCA calculation (ωB97M-V/def2-TZVPD) on the molecule C25H34FN3O2.

Each line ends with the Löwdin charge.
Cartesian coordinates (Å):
C: -0.916 -6.847 -2.519  -0.077
C: -0.150 -6.290 -1.322  -0.405
C: 1.294 -5.967 -1.696  -0.066
C: -0.845 -5.037 -0.784  -0.194
O: -0.249 -4.708 0.452  -0.043
C: -0.600 -3.553 1.071  -0.280
C: -1.562 -2.658 0.615  -0.019
C: -1.826 -1.503 1.330  -0.026
C: -1.153 -1.218 2.508  -0.216
C: -1.387 0.088 3.220  -0.128
N: -0.531 1.118 2.656  0.100
C: -1.014 1.923 1.658  -0.521
O: -2.207 2.102 1.492  0.048
N: -0.068 2.559 0.890  -0.018
C: 1.348 2.295 1.025  -0.112
C: 1.707 0.843 0.791  -0.225
C: 2.713 0.237 1.536  -0.041
C: 3.059 -1.084 1.318  -0.002
C: 2.386 -1.795 0.343  -0.282
F: 2.726 -3.079 0.119  0.063
C: 1.381 -1.220 -0.412  0.006
C: 1.046 0.100 -0.180  -0.009
C: -0.518 3.638 0.025  -0.293
C: -0.201 3.404 -1.452  -0.121
C: -0.749 4.564 -2.279  -0.205
N: -0.165 5.818 -1.841  -0.231
C: -0.537 6.912 -2.710  -0.105
C: -0.520 6.086 -0.459  -0.206
C: 0.046 4.997 0.446  -0.117
C: -0.189 -2.114 2.957  -0.035
C: 0.083 -3.267 2.255  -0.008
H: -1.932 -7.116 -2.239  0.075
H: -0.419 -7.734 -2.901  0.077
H: -0.962 -6.109 -3.317  0.081
H: -0.149 -7.031 -0.517  0.141
H: 1.829 -6.874 -1.967  0.078
H: 1.802 -5.500 -0.857  0.067
H: 1.323 -5.284 -2.543  0.083
H: -0.725 -4.212 -1.501  0.132
H: -1.919 -5.226 -0.646  0.136
H: -2.115 -2.852 -0.291  0.106
H: -2.568 -0.808 0.966  0.119
H: -2.416 0.429 3.090  0.121
H: -1.162 -0.003 4.287  0.121
H: 0.443 0.862 2.630  0.104
H: 1.864 2.898 0.273  0.125
H: 1.718 2.617 2.009  0.133
H: 3.234 0.805 2.294  0.116
H: 3.837 -1.562 1.892  0.119
H: 0.876 -1.802 -1.165  0.120
H: 0.256 0.561 -0.751  0.112
H: -1.607 3.655 0.148  0.145
H: -0.657 2.473 -1.792  0.115
H: 0.878 3.342 -1.608  0.117
H: -0.490 4.417 -3.331  0.120
H: -1.851 4.582 -2.196  0.130
H: -0.039 7.820 -2.373  0.082
H: -0.207 6.691 -3.724  0.082
H: -1.624 7.094 -2.726  0.088
H: -0.096 7.053 -0.179  0.120
H: -1.616 6.141 -0.327  0.130
H: -0.218 5.203 1.485  0.124
H: 1.133 5.001 0.354  0.114
H: 0.349 -1.907 3.871  0.115
H: 0.828 -3.969 2.597  0.122

HOMO-LUMO gap = 9.00 eV
Highest occupied orbital energy = -8.25 eV
Energy relative to the best compared isomer or geometry (same formula, charge and spin) = 0.0 kJ/mol
E_LUMO = 0.76 eV
SMILES = CC(C)COc1ccc(CNC(=O)N(Cc2ccc(F)cc2)C2CCN(C)CC2)cc1



3.
ORCA calculation (ωB97M-V/def2-TZVPD) on a structure of composition CHO2Sc at a distorted geometry.

Each line ends with the Löwdin charge.
Cartesian coordinates (Å):
H: 1.266 0.718 -0.477  0.270
O: 0.321 -0.772 0.809  0.011
O: -0.405 0.617 -0.663  -0.032
C: 0.530 -0.194 -0.294  -0.274
Sc: -1.711 -0.370 0.626  2.026

HOMO-LUMO gap = 8.55 eV
Highest occupied orbital energy = -22.46 eV
Energy relative to the best compared isomer or geometry (same formula, charge and spin) = 0.0 kJ/mol
E_LUMO = -13.91 eV
Net charge = +2



4.
ORCA calculation (ωB97M-V/def2-TZVPD) on a cluster of 2 separate species, C15H27ClN5O2 in total at a distorted geometry.

Each line ends with the Löwdin charge.
Cartesian coordinates (Å):
C: -1.257 1.144 -2.504  -0.067
C: 0.095 0.399 -2.318  -0.256
C: 1.055 1.061 -1.327  -0.592
Cl: 2.680 0.300 -1.581  0.698
C: 0.686 0.859 0.156  -0.405
C: 0.739 -0.612 0.665  -0.132
C: 1.394 -0.854 2.039  -0.160
C: 2.938 -0.629 2.082  -0.251
N: 3.396 0.337 3.094  -0.010
C: -0.684 1.432 0.574  -0.079
N: -0.479 1.956 1.925  0.020
C: -1.441 3.013 2.313  -0.013
C: -2.845 2.442 2.080  -0.552
O: -3.474 2.795 1.150  0.160
O: -3.284 1.521 2.929  0.149
C: 0.828 2.322 1.974  -0.358
N: 1.349 3.005 2.939  0.279
N: 1.517 1.861 0.885  0.153
H: -1.119 2.179 -2.174  0.069
H: -1.969 0.722 -1.786  0.067
H: -1.651 1.071 -3.512  0.084
H: -0.053 -0.668 -2.131  0.100
H: 0.590 0.439 -3.294  0.106
H: 1.131 2.116 -1.601  0.115
H: 1.151 -1.272 -0.101  0.096
H: -0.307 -0.921 0.765  0.118
H: 1.237 -1.912 2.271  0.114
H: 0.877 -0.296 2.828  0.100
H: 3.435 -1.567 2.334  0.109
H: 3.300 -0.243 1.128  0.075
H: 3.368 1.279 2.736  0.022
H: 2.853 0.273 3.948  0.065
H: -0.925 2.315 -0.050  0.135
H: -1.527 0.775 0.369  0.136
H: -1.366 3.885 1.658  0.152
H: -1.308 3.251 3.372  0.136
H: -4.021 1.069 2.482  0.150
H: 0.731 3.334 3.670  0.140
H: 2.332 3.233 2.990  0.151
H: 1.787 2.689 0.356  0.167
N: -1.339 -5.255 -4.077  0.010
C: -2.284 -4.338 -3.707  -0.137
C: -1.712 -3.491 -2.797  -0.127
C: -0.367 -3.911 -2.615  -0.125
C: -0.167 -5.000 -3.420  -0.135
H: -1.483 -6.002 -4.732  0.149
H: -3.277 -4.369 -4.122  0.109
H: -2.203 -2.661 -2.314  0.080
H: 0.369 -3.464 -1.966  0.078
H: 0.704 -5.613 -3.581  0.109

HOMO-LUMO gap = 7.03 eV
Highest occupied orbital energy = -10.20 eV
E_LUMO = -3.17 eV
Net charge = +1



5.
ORCA calculation (ωB97M-V/def2-TZVPD) on a cluster of 2 separate species, C4H11NO6S in total at a distorted geometry.

Each line ends with the Löwdin charge.
Cartesian coordinates (Å):
C: 1.256 -2.071 -0.136  -0.122
C: 0.150 0.152 -2.043  -0.146
C: 0.241 -1.400 0.789  -0.122
C: -1.247 1.049 -0.331  -0.660
N: -0.795 -0.017 -1.059  0.076
O: 1.903 -1.149 2.646  -0.258
O: -0.103 0.349 2.632  -0.287
O: 1.813 0.745 1.113  -0.121
O: -2.113 1.818 -1.140  0.073
O: -0.218 1.933 0.201  0.037
O: -2.155 0.698 0.763  -0.006
S: 0.993 -0.297 1.975  0.563
H: 0.776 -2.933 -0.612  0.078
H: 1.488 -1.455 -0.988  0.023
H: 2.217 -2.416 0.521  0.143
H: -0.503 0.437 -2.879  0.112
H: 1.018 0.971 -2.090  0.154
H: 0.495 -0.858 -2.299  0.075
H: -0.861 -1.496 0.680  0.101
H: 1.048 1.131 0.684  -0.015
H: -2.965 1.798 -0.704  0.105
H: -0.644 2.633 0.633  0.103
H: -1.795 0.378 1.644  0.097

HOMO-LUMO gap (alpha / beta) = 9.43 / 7.91 eV
Highest occupied orbital energy (alpha / beta) = -10.18 / -9.17 eV
Energy relative to the best compared isomer or geometry (same formula, charge and spin) = 325.3 kJ/mol
E_LUMO (alpha / beta) = -0.75 / -1.25 eV



6.
ORCA calculation (ωB97M-V/def2-TZVPD) on the ion C2H6NO with charge -1 at a distorted geometry.

Each line ends with the Löwdin charge.
Cartesian coordinates (Å):
C: -0.975 0.030 0.734  -0.243
N: 0.475 -0.153 0.658  -0.172
C: 0.875 0.221 -0.839  -0.529
O: 0.276 -0.472 -1.888  -0.413
H: -1.420 -0.786 0.147  0.035
H: -1.401 -0.114 1.888  0.088
H: -1.322 0.954 0.208  0.062
H: 0.777 -1.113 0.778  0.049
H: 0.688 1.321 -0.851  0.055
H: 2.028 0.112 -0.835  0.068

HOMO-LUMO gap = 7.08 eV
Highest occupied orbital energy = -2.36 eV
Energy relative to the best compared isomer or geometry (same formula, charge and spin) = 71.3 kJ/mol
E_LUMO = 4.72 eV
Net charge = -1
SMILES = CNC[O-]



Number 1: energy -4602.441135 Ha. Number 2: energy -1387.684299 Ha. Number 3: energy -949.070651 Ha. Number 4: energy -1471.980184 Ha. Number 5: energy -1063.230176 Ha. Number 6: energy -209.750375 Ha.